1.
Below is a structure of composition C24H21N4O4S2Zr, with properties calculated with ωB97M-V/def2-TZVPD.

Calculated values
Lowest unoccupied orbital energy ... -4.720 eV
Molar mass ... 584.8 g/mol
Orbital gap ... 6.7711 eV

Structure (ORCA input):
```
! wB97M-V def2-TZVPD RIJCOSX def2/J DEFGRID3
* xyz 1 1
Zr 0.93361 -1.39871 -0.83796
O 3.16230 -1.47276 -0.66979
C 4.05062 -1.21710 0.44999
C 4.21894 -2.45832 1.30235
C 2.88497 -3.12089 1.68271
C 1.92322 -2.15232 2.30715
C 1.89377 -1.98777 3.68558
C 1.03675 -1.06897 4.26150
C 0.20821 -0.31687 3.43965
C 0.28123 -0.52349 2.08288
N 1.11670 -1.41627 1.51180
H 3.45460 -2.27904 -1.17531
H 3.59465 -0.39772 1.00514
H 5.00534 -0.87247 0.05537
H 4.77338 -2.16943 2.19866
H 4.82703 -3.19329 0.77165
H 3.08318 -3.92282 2.39297
H 2.43819 -3.58510 0.80582
H 2.54506 -2.59499 4.29932
H 1.00818 -0.94366 5.33566
H -0.48423 0.40835 3.84081
H -0.35467 0.03975 1.41050
N -6.11791 6.37956 -1.08659
C -5.34704 5.52927 -1.06304
C -4.37983 4.46194 -1.03305
C -3.44949 4.40236 0.00136
C -2.51693 3.38105 0.02552
C -2.52027 2.40469 -0.96859
C -3.45524 2.46825 -1.99851
C -4.37832 3.49817 -2.03695
C -1.52176 1.30388 -0.93369
C -2.00584 0.00493 -0.76620
C -3.35111 -0.39577 -0.61150
C -3.37609 -1.77717 -0.56521
C -2.05071 -2.19702 -0.66371
N -1.20769 -1.14602 -0.76909
C -0.17230 1.66380 -1.08554
C 0.33081 2.94399 -1.37693
C 1.70715 2.83664 -1.51472
C 2.01033 1.49347 -1.33758
N 0.89996 0.76239 -1.06348
H -3.46100 5.15509 0.77729
H -1.78885 3.33346 0.82514
H -3.44671 1.71986 -2.78035
H -5.09792 3.55966 -2.84150
H -4.19467 0.27177 -0.55100
H -4.23774 -2.41621 -0.47296
H -1.67071 -3.20877 -0.66314
H -0.26341 3.83666 -1.48293
H 2.40811 3.62091 -1.74484
H 2.97937 1.02082 -1.40690
O 1.08430 -4.97596 -2.82393
S 1.66484 -3.84858 -2.19278
O 3.07933 -3.89171 -1.85471
O 0.90904 -3.46836 -0.88188
S 1.33726 -2.08317 -3.21446
*
```

2.
Below is a structure of composition C24H22AuIN6S, with properties calculated with ωB97M-V/def2-TZVPD.

Calculated values
Energy relative to the best compared isomer or geometry (same formula, charge and spin) ... 0.00 kJ/mol
<S²> ... 2.037
Lowest unoccupied orbital energy (spin up / spin down) ... -6.532 / -8.409 eV
Molar mass ... 750.4 g/mol
Orbital gap (spin up / spin down) ... 6.8440 / 5.0200 eV

Structure (ORCA input):
```
! wB97M-V def2-TZVPD RIJCOSX def2/J DEFGRID3
* xyz 2 3
Au -0.97660 0.35241 -0.31102
N -4.47655 0.34912 0.14827
C -4.04719 -0.97953 0.09113
C -5.00044 -1.97291 0.33712
C -4.61041 -3.28850 0.29130
C -3.27989 -3.59767 0.00775
C -2.41865 -2.55698 -0.22730
N -2.79144 -1.26315 -0.19860
C -3.85227 1.57043 0.30702
C -4.71265 2.66552 0.50389
C -4.20065 3.91003 0.73776
C -2.81412 4.08127 0.77984
C -2.03221 2.98725 0.55518
N -2.52506 1.74362 0.29380
H -5.47517 0.42142 0.25325
H -6.02290 -1.70380 0.56945
H -5.32908 -4.07326 0.48709
H -2.93093 -4.61964 -0.02705
H -1.37298 -2.73952 -0.45140
H -5.78297 2.50431 0.48226
H -4.86675 4.74803 0.89720
H -2.36445 5.04098 0.98851
H -0.95356 3.05982 0.57831
I 0.04812 0.26879 2.24999
C 2.50817 -0.60619 0.08297
C 3.21108 -1.47942 0.88360
C 3.28792 -2.84212 0.58201
C 2.70353 -3.31250 -0.56185
C 1.89017 -2.45662 -1.33005
C 1.25840 -2.94206 -2.50415
C 0.35314 -2.17512 -3.22722
C -0.02655 -0.94762 -2.72199
C 0.48862 -0.48908 -1.48604
C 1.67249 -1.10625 -0.93475
H 3.72267 -1.12826 1.76063
H 3.84604 -3.50019 1.23357
H 2.82078 -4.34599 -0.86424
H 1.52145 -3.93562 -2.84750
H -0.09103 -2.55293 -4.13842
H -0.81584 -0.39526 -3.21835
C 5.70155 0.55440 1.51894
C 4.39816 1.10070 2.12908
C 3.39330 1.50862 1.08915
N 2.64494 0.82717 0.24133
N 1.92864 1.55942 -0.66927
C 2.11575 2.82593 -0.47955
N 1.51847 3.78214 -1.21133
S 3.20397 3.17537 0.82465
H 6.48734 0.60929 2.26969
H 6.01334 1.15543 0.66427
H 5.61581 -0.48057 1.19414
H 4.63757 2.00424 2.69124
H 3.95289 0.42397 2.85573
H 1.04664 3.51367 -2.05943
H 1.77938 4.74740 -1.11059
*
```

3.
Below is a structure of composition C24H22B3ClF6N6OS2Sn, with properties calculated with ωB97M-V/def2-TZVPD.

Calculated values
Energy relative to the best compared isomer or geometry (same formula, charge and spin) ... 77.83 kJ/mol
Lowest unoccupied orbital energy ... 4.146 eV
Molar mass ... 775.2 g/mol
Orbital gap ... 5.8587 eV

Structure (ORCA input):
```
! wB97M-V def2-TZVPD RIJCOSX def2/J DEFGRID3
* xyz -2 1
Sn -0.39475 -0.72090 0.27749
Cl 1.34305 0.98318 7.60535
C 1.28775 0.50922 5.91018
C 1.96460 -0.66038 5.49951
C 1.95914 -1.01990 4.18576
C 1.28994 -0.24222 3.17669
O 1.42369 -0.52205 1.94360
C 0.54891 0.89656 3.64464
C -0.24620 1.71006 2.79238
N -0.54731 1.50508 1.55015
C -1.32111 2.47177 0.88686
C -2.16625 3.38312 1.48543
C -2.81264 4.38636 0.73924
C -2.62991 4.49390 -0.61229
C -1.83102 3.53558 -1.27717
C -1.60149 3.54567 -2.67395
C -0.83594 2.57230 -3.24432
C -0.33717 1.52701 -2.43102
N -0.53451 1.49394 -1.13804
C -1.22156 2.49759 -0.53691
C 0.59907 1.26122 5.01118
H 2.46565 -1.27235 6.23968
H 2.45250 -1.92412 3.85169
H -0.60921 2.62653 3.26693
H -2.35691 3.31066 2.54792
H -3.46238 5.08721 1.25259
H -3.09827 5.28656 -1.18684
H -2.04589 4.33344 -3.27323
H -0.62624 2.56764 -4.30492
H 0.24779 0.71273 -2.85932
H 0.06174 2.14354 5.34332
C -3.81552 -0.67175 -2.96417
N -2.70842 -0.77367 -3.89084
C -2.65159 -0.17303 -5.13487
C -1.45201 -0.49203 -5.65566
N -0.75762 -1.27281 -4.75226
B 0.68480 -1.81649 -5.17437
N 1.61970 -2.00400 -3.96444
C 1.82887 -3.20025 -3.29996
C 2.54378 -2.95437 -2.19021
N 2.77314 -1.58415 -2.16070
C 3.35567 -0.85310 -1.05418
C 2.21087 -1.00228 -3.25758
S 2.29939 0.65324 -3.63558
C -1.54380 -1.47638 -3.66156
S -1.29227 -2.44056 -2.28352
H -4.75606 -0.72862 -3.51369
H -3.77557 0.26500 -2.40207
H -3.74632 -1.48978 -2.25327
H -3.45269 0.44346 -5.50937
H -1.00348 -0.20457 -6.59331
H 0.53711 -2.89037 -5.73769
H 1.13333 -0.96456 -5.90362
H 1.41835 -4.12492 -3.66873
H 2.85703 -3.60586 -1.39154
H 4.02329 -1.51676 -0.50715
H 2.58480 -0.47979 -0.38144
H 3.90600 -0.00256 -1.44643
F -0.25117 -3.36982 3.89497
B -1.26812 -2.89216 3.04231
F -1.58077 -1.53870 3.33553
F -2.41724 -3.70115 3.15262
F -0.79269 -2.93530 1.68039
F -3.80850 -1.22844 0.36029
B -2.79331 -0.47042 0.83859
F -3.26115 0.44364 1.72874
*
```

4.
Below is a structure of composition C24H22BIN5O2PtS3 in a non-equilibrium geometry, with properties calculated with ωB97M-V/def2-TZVPD.

Calculated values
Energy relative to the best compared isomer or geometry (same formula, charge and spin) ... 0.00 kJ/mol
<S²> ... 2.009
Lowest unoccupied orbital energy (spin up / spin down) ... 2.151 / 2.151 eV
Molar mass ... 841.5 g/mol
Orbital gap (spin up / spin down) ... 5.1356 / 6.7975 eV

Structure (ORCA input):
```
! wB97M-V def2-TZVPD RIJCOSX def2/J DEFGRID3
* xyz -1 3
Pt -0.56683 -0.56992 -0.49881
S -1.65497 -0.62395 3.99137
C -2.98405 -1.14763 3.02479
C -2.72100 -1.06111 1.69969
C -1.40164 -0.58810 1.40011
C -0.71264 -0.30061 2.55278
C 0.63698 0.25411 2.64302
C 1.31000 0.54141 3.83394
C 2.52722 1.15719 3.77699
C 3.10335 1.47904 2.54802
C 2.39474 1.11177 1.40884
N 1.20466 0.50946 1.45006
H -3.86429 -1.49198 3.53940
H -3.43263 -1.35749 0.94020
H 0.80433 0.35537 4.77421
H 3.05880 1.38357 4.66957
H 4.07916 1.93690 2.47824
H 2.77496 1.36467 0.41761
C -0.13078 -3.52092 2.58219
N 1.07941 -3.08167 1.91148
C 2.30299 -2.86384 2.50994
C 3.13453 -2.47253 1.50391
N 2.41040 -2.45273 0.30422
B 3.09252 -2.20704 -1.05625
N 3.22623 -0.70180 -1.42883
C 4.36114 0.05799 -1.24349
C 4.13352 1.30298 -1.75367
N 2.83785 1.29047 -2.21607
C 2.03230 2.37442 -2.72128
C 2.28379 0.06275 -2.03599
S 0.69473 -0.35140 -2.59450
C 1.13886 -2.83272 0.56841
S -0.19065 -3.02395 -0.49929
H -0.03202 -3.44471 3.68701
H -0.30781 -4.58107 2.32521
H -0.97195 -2.95497 2.23976
H 2.40992 -2.94223 3.56125
H 4.19252 -2.25237 1.51018
H 2.45832 -2.80934 -1.90356
H 4.21549 -2.56698 -0.88812
H 5.26070 -0.37254 -0.83821
H 4.77775 2.15684 -1.87312
H 2.53946 3.33635 -2.63576
H 1.10499 2.40625 -2.15977
H 1.74590 2.21905 -3.76602
I -7.80273 3.40564 -4.35718
C -6.12871 2.60029 -3.46326
C -4.95830 3.31712 -3.58239
C -3.80186 2.80883 -2.98670
C -3.82250 1.60882 -2.31162
C -5.02967 0.90804 -2.20991
C -6.19831 1.40348 -2.75861
C -2.53704 1.07213 -1.67409
O -1.63496 1.89391 -1.37409
O -2.53698 -0.17827 -1.49095
H -4.92050 4.26305 -4.14399
H -2.86395 3.36882 -3.06521
H -5.00524 -0.02592 -1.67576
H -7.11549 0.82707 -2.64590
*
```

Computed values of E (unit: Ha) for the preceding records, in sequence: -2290.5288 -2087.2966 -3476.7171 -2988.5981.